[1]
DFT (wB97M-V/def2-TZVPD) results for a 2-piece molecular cluster, C4H8N2 overall in a non-equilibrium geometry.

Atoms and positions in Å:
C: -0.749 1.113 -0.760
C: 0.029 -0.058 -0.216
C: 1.497 0.096 0.088
N: -0.365 -1.286 -0.581
C: -0.871 -0.139 1.827
N: -0.898 -0.942 2.679
H: -1.416 1.342 0.062
H: -1.327 0.869 -1.657
H: -0.111 1.979 -0.955
H: 2.105 -0.172 -0.792
H: 1.762 -0.561 0.914
H: 1.727 1.127 0.355
H: 0.075 -2.042 -0.070
H: -1.366 -1.405 -0.672

Output
energy relative to the best compared isomer or geometry (same formula, charge and spin)	2.0885	eV
net charge	0
frontier orbital gap	9.445	eV

Atom charges from the Mulliken analysis, given in e for atoms 1 to 2:
1 C -1.27
2 C 1.08

=====

[2]
DFT (wB97M-V/def2-TZVPD) results for a 2-piece molecular cluster, C3H7O3 overall in a non-equilibrium geometry.

Atoms and positions in Å:
O: -1.842 -0.579 1.862
C: -0.705 -0.400 1.376
O: 0.393 -0.070 1.970
C: -0.412 -0.789 -0.143
C: -0.828 0.330 -1.149
H: -0.952 -1.727 -0.309
H: 0.626 -0.948 -0.508
H: -1.788 -0.030 -1.529
H: -0.024 0.321 -1.961
H: -0.698 1.286 -0.670
H: 1.575 0.447 0.878
H: 2.206 1.430 -0.225
O: 2.450 0.728 0.406

Output
multiplicity	2
energy relative to the best compared isomer or geometry (same formula, charge and spin)	1.2683	eV
net charge	0
frontier orbital gap (spin up / spin down)	11.635 / 6.973	eV

Atom charges from the Mulliken analysis, given in e for atoms 1 to 2:
1 O -0.55
2 C 0.65

=====

[3]
DFT (wB97M-V/def2-TZVPD) results for a 2-piece molecular cluster, C4H7NO4 overall in a non-equilibrium geometry.

Atoms and positions in Å:
C: 0.591 2.474 0.596
N: 0.309 1.566 -0.496
C: 0.692 0.128 -0.229
O: 1.335 -0.114 0.844
O: 0.231 -0.742 -1.084
C: 0.551 -2.132 -0.805
H: 0.119 2.087 1.529
H: -0.021 3.336 0.267
H: 1.719 2.743 0.530
H: 1.891 0.764 1.129
H: -0.511 -2.603 -0.759
H: 1.297 -2.087 0.103
H: 1.244 -2.481 -1.630
O: -3.453 -0.213 0.811
C: -3.143 -0.970 -0.015
O: -2.851 -1.754 -0.791

Output
SMILES	C/N=C(\O)OC.O=C=O
energy relative to the best compared isomer or geometry (same formula, charge and spin)	3.6977	eV
net charge	0
frontier orbital gap	8.397	eV

Atom charges from the Mulliken analysis, given in e for atoms 1 to 2:
1 C -0.98
2 N -0.49

=====

[4]
DFT (wB97M-V/def2-TZVPD) results for a 2-piece molecular cluster, C6H14NO overall in a non-equilibrium geometry.

Atoms and positions in Å:
C: -0.188 0.344 -0.672
C: -0.774 0.407 1.310
C: -0.107 -0.566 -1.820
C: -0.076 1.794 -1.058
C: 0.764 -0.174 -2.967
C: -0.211 -0.716 3.316
N: 0.137 -0.534 1.851
O: -0.508 -1.853 -1.610
H: -1.769 0.047 1.389
H: -0.726 1.418 1.562
H: -0.390 1.927 -2.054
H: 0.910 2.123 -0.954
H: -0.627 2.495 -0.433
H: 1.792 0.027 -2.621
H: 0.372 0.807 -3.405
H: 1.007 -0.919 -3.735
H: 0.691 -1.251 3.800
H: -0.167 0.169 3.873
H: -1.178 -1.255 3.330
H: 0.094 -1.560 1.445
H: 1.060 -0.278 1.715
H: -0.107 -2.454 -2.263

Output
energy relative to the best compared isomer or geometry (same formula, charge and spin)	4.5536	eV
net charge	+1
frontier orbital gap	8.122	eV

Atom charges from the Mulliken analysis, given in e for atoms 1 to 2:
1 C 0.61
2 C -0.84

=====

[5]
DFT (wB97M-V/def2-TZVPD) results for C23H19Cl5N4ReS2 as an isolated structure.

Atoms and positions in Å:
Re: 0.513 0.116 -0.013
S: 1.099 0.780 2.000
C: 0.156 2.228 2.401
C: 0.307 2.798 3.658
C: -0.392 3.947 3.997
C: -0.229 4.530 5.299
N: -0.101 4.995 6.341
C: -1.249 4.528 3.044
C: -1.393 3.955 1.792
C: -0.693 2.797 1.450
S: -0.881 2.083 -0.133
C: -1.985 5.724 3.356
N: -2.568 6.686 3.588
H: 0.974 2.343 4.380
H: -2.057 4.412 1.070
Cl: 4.050 0.529 0.569
C: 3.489 -1.129 0.451
C: 2.156 -1.424 0.111
C: 1.932 -2.806 -0.026
Cl: 0.388 -3.386 -0.584
C: 2.881 -3.797 0.229
Cl: 2.495 -5.468 0.076
C: 4.165 -3.436 0.614
Cl: 5.349 -4.634 0.953
C: 4.476 -2.085 0.705
Cl: 6.078 -1.631 1.144
N: 1.819 1.424 -1.301
H: 2.576 0.974 -1.805
H: 2.232 2.114 -0.683
H: 1.212 1.919 -1.948
C: -2.920 -2.828 0.227
C: -2.316 -1.555 -0.371
C: -3.445 -0.546 -0.584
C: -1.220 -1.011 0.565
H: -3.713 -3.225 -0.412
H: -3.357 -2.609 1.205
H: -2.168 -3.605 0.365
H: -1.888 -1.819 -1.343
H: -3.963 -0.366 0.362
H: -4.179 -0.933 -1.296
H: -3.099 0.424 -0.935
H: -0.786 -1.850 1.120
H: -1.726 -0.385 1.309
C: -0.417 -1.084 -4.851
C: 0.682 -1.616 -4.197
C: 0.910 -1.271 -2.879
N: 0.113 -0.439 -2.193
C: -0.929 0.097 -2.845
C: -1.231 -0.202 -4.160
H: -0.630 -1.344 -5.879
H: 1.359 -2.300 -4.689
H: 1.762 -1.665 -2.343
H: -1.544 0.788 -2.289
H: -2.093 0.257 -4.623

Output
multiplicity	2
energy relative to the best compared isomer or geometry (same formula, charge and spin)	0.0000	eV
net charge	0
frontier orbital gap (spin up / spin down)	6.412 / 7.052	eV

Atom charges from the Mulliken analysis, given in e for atoms 1 to 2:
1 Re 1.51
2 S -0.41

=====

[6]
DFT (wB97M-V/def2-TZVPD) results for the molecule C3H2N2O2.

Atoms and positions in Å:
O: -2.546 -0.624 -0.476
C: -1.788 0.160 0.034
C: -0.309 -0.032 0.037
N: 0.573 0.911 0.152
C: 1.737 0.205 0.012
N: 1.581 -1.079 -0.151
O: 0.212 -1.243 -0.145
H: -2.120 1.094 0.518
H: 2.717 0.660 0.026

Output
SMILES	O=Cc1ncno1
energy relative to the best compared isomer or geometry (same formula, charge and spin)	1.5561	eV
net charge	0
frontier orbital gap	10.426	eV

Atom charges from the Mulliken analysis, given in e for atoms 1 to 2:
1 O -0.41
2 C -0.06

=====

[7]
DFT (wB97M-V/def2-TZVPD) results for the molecule C3H5FS in a non-equilibrium geometry.

Atoms and positions in Å:
F: -2.181 -0.278 -0.736
C: -1.129 0.521 -0.345
C: -0.317 -0.432 0.735
C: 0.384 -0.115 -0.634
S: 1.921 0.781 -0.818
H: -1.530 1.621 0.041
H: -0.514 -1.354 1.062
H: 0.237 0.139 1.386
H: 0.376 -1.151 -0.970
H: 2.753 0.268 0.279

Output
SMILES	F[C@H]1C[C@@H]1S
energy relative to the best compared isomer or geometry (same formula, charge and spin)	3.0416	eV
net charge	0
frontier orbital gap	9.930	eV

Atom charges from the Mulliken analysis, given in e for atoms 1 to 2:
1 F -0.27
2 C -0.01

=====

[8]
DFT (wB97M-V/def2-TZVPD) results for a 2-piece molecular cluster, C5H13N3S overall in a non-equilibrium geometry.

Atoms and positions in Å:
C: -1.983 -1.047 0.506
C: -1.182 1.655 -0.074
C: 0.723 -2.216 0.044
C: 1.585 -0.093 -0.414
C: -0.883 -0.409 -0.231
N: -0.939 2.440 -1.068
N: -1.562 1.916 1.135
N: 0.436 -0.712 0.275
S: -3.364 -1.316 -0.248
H: -1.806 -1.482 1.545
H: 1.737 -2.476 -0.094
H: 0.408 -2.682 0.998
H: 0.138 -2.397 -0.920
H: 1.702 -0.365 -1.396
H: 1.402 0.957 -0.370
H: 2.601 -0.214 -0.056
H: -0.792 -0.324 -1.377
H: -0.350 2.076 -1.815
H: -1.220 3.363 -1.209
H: -2.088 1.198 1.629
H: -1.473 2.859 1.531
H: 0.313 -0.620 1.242

Output
energy relative to the best compared isomer or geometry (same formula, charge and spin)	4.1250	eV
net charge	+2
frontier orbital gap	7.488	eV

Atom charges from the Mulliken analysis, given in e for atoms 1 to 2:
1 C -0.72
2 C 0.47

=====

[9]
DFT (wB97M-V/def2-TZVPD) results for C44H59BCl2N6OP2W as an isolated structure in a non-equilibrium geometry.

Atoms and positions in Å:
W: -0.228 0.748 -0.528
C: 0.201 4.942 -1.085
C: -0.390 3.631 -0.664
N: 0.333 2.676 -0.057
N: 1.637 2.911 0.225
C: 2.361 1.825 0.130
O: 1.818 0.665 -0.140
C: 3.810 2.009 0.239
C: 4.693 1.191 -0.463
C: 6.052 1.436 -0.430
C: 6.552 2.500 0.304
C: 5.679 3.326 0.997
C: 4.317 3.094 0.962
C: -1.707 3.249 -0.975
C: -2.656 4.072 -1.615
C: -3.909 3.592 -1.888
C: -4.230 2.279 -1.494
C: -3.267 1.504 -0.899
N: -2.013 1.929 -0.637
H: 1.258 4.952 -0.827
H: -0.301 5.782 -0.606
H: 0.099 5.056 -2.166
H: 4.297 0.388 -1.063
H: 6.725 0.804 -0.993
H: 7.616 2.691 0.333
H: 6.068 4.162 1.558
H: 3.628 3.746 1.476
H: -2.357 5.063 -1.908
H: -4.638 4.202 -2.399
H: -5.213 1.875 -1.672
H: -3.491 0.485 -0.601
C: 0.396 -5.542 -0.918
C: 0.792 -4.316 -0.098
C: 2.188 -4.532 0.489
C: -0.210 -4.189 1.064
P: 0.811 -2.605 -0.999
C: -0.920 -2.646 -1.748
N: -1.729 -2.107 -0.681
B: -1.358 -0.953 0.094
N: -2.202 -1.020 1.250
C: -2.110 -0.203 2.427
P: -0.649 0.982 2.264
C: 0.712 0.142 3.340
C: 0.325 -0.414 4.711
C: 1.874 1.125 3.502
C: 1.198 -1.041 2.498
C: -1.361 2.475 3.243
C: -0.409 3.663 3.084
C: -1.603 2.217 4.730
C: -2.698 2.863 2.587
C: -3.094 -2.062 1.114
C: -4.135 -2.475 1.922
C: -4.884 -3.572 1.519
C: -4.597 -4.234 0.336
C: -3.555 -3.828 -0.484
C: -2.796 -2.736 -0.094
C: 2.076 -2.687 -2.435
C: 1.652 -1.597 -3.419
C: 2.279 -3.994 -3.192
C: 3.390 -2.236 -1.790
H: 0.426 -6.419 -0.271
H: -0.618 -5.459 -1.299
H: 1.067 -5.723 -1.749
H: 2.177 -5.373 1.182
H: 2.912 -4.759 -0.287
H: 2.517 -3.647 1.030
H: 0.152 -4.725 1.940
H: -0.364 -3.152 1.344
H: -1.180 -4.604 0.801
H: -0.960 -1.994 -2.626
H: -1.247 -3.649 -2.026
H: -3.030 0.377 2.564
H: -1.984 -0.841 3.310
H: 0.078 0.360 5.427
H: -0.507 -1.112 4.652
H: 1.179 -0.965 5.107
H: 1.669 1.868 4.268
H: 2.775 0.587 3.799
H: 2.089 1.636 2.565
H: 0.438 -1.814 2.461
H: 1.441 -0.741 1.477
H: 2.095 -1.470 2.944
H: 0.571 3.458 3.504
H: -0.287 3.921 2.035
H: -0.822 4.529 3.604
H: -0.671 2.238 5.286
H: -2.239 3.006 5.131
H: -2.100 1.265 4.896
H: -2.692 2.660 1.517
H: -3.537 2.337 3.040
H: -2.873 3.930 2.723
H: -4.366 -1.954 2.839
H: -5.700 -3.911 2.140
H: -5.199 -5.079 0.038
H: -3.347 -4.345 -1.408
H: 0.790 -1.894 -4.010
H: 1.400 -0.686 -2.870
H: 2.467 -1.372 -4.106
H: 1.342 -4.372 -3.595
H: 2.959 -3.817 -4.026
H: 2.735 -4.754 -2.563
H: 3.828 -3.008 -1.165
H: 4.117 -1.971 -2.556
H: 3.198 -1.360 -1.172
Cl: -3.222 -0.268 -3.703
C: -2.034 0.903 -4.165
C: -2.234 1.704 -5.265
C: -1.276 2.636 -5.637
C: -0.112 2.773 -4.892
C: 0.063 1.988 -3.780
Cl: 1.444 2.137 -2.743
C: -0.880 1.012 -3.348
N: -0.650 0.323 -2.251
H: -3.134 1.591 -5.849
H: -1.435 3.246 -6.510
H: 0.645 3.486 -5.181

Output
net charge	0
frontier orbital gap (spin up / spin down)	4.442 / 4.290	eV

Atom charges from the Mulliken analysis, given in e for atoms 1 to 2:
1 W -0.05
2 C -2.16

=====

[10]
DFT (wB97M-V/def2-TZVPD) results for the molecule C6H6S in a non-equilibrium geometry.

Atoms and positions in Å:
C: -0.742 -1.521 -0.660
C: 0.250 -0.812 0.001
C: -2.069 -0.025 -0.104
C: 0.411 -2.182 0.303
C: 0.113 0.503 0.577
C: -1.134 1.161 -0.037
S: -3.666 -0.109 -0.069
H: 0.282 -2.685 1.343
H: 1.070 -2.731 -0.435
H: 0.156 0.618 1.734
H: 1.054 1.131 0.479
H: -0.964 1.667 -0.926
H: -1.580 1.925 0.705

Output
energy relative to the best compared isomer or geometry (same formula, charge and spin)	6.6156	eV
net charge	0
frontier orbital gap	7.969	eV

Atom charges from the Mulliken analysis, given in e for atoms 1 to 2:
1 C -0.67
2 C 0.40

=====

[11]
DFT (wB97M-V/def2-TZVPD) results for the molecule C6H8N2O in a non-equilibrium geometry.

Atoms and positions in Å:
N: 2.113 -0.216 2.105
C: 1.806 -0.413 1.022
C: 1.605 -0.749 -0.360
C: 0.218 -1.020 -0.876
C: -0.856 -0.806 0.183
C: -0.986 0.694 0.405
O: -2.145 1.181 -0.290
C: 0.189 1.171 -0.405
N: 0.902 0.145 -1.219
H: 2.517 -1.130 -0.876
H: 0.157 -1.819 -1.654
H: -1.806 -1.141 -0.143
H: -0.460 -1.333 1.036
H: -1.073 0.931 1.500
H: -2.942 0.873 0.231
H: -0.130 2.021 -0.965
H: 0.891 1.611 0.307

Output
SMILES	N#C[C@H]1[C@H]2C[C@H](O)CN21
energy relative to the best compared isomer or geometry (same formula, charge and spin)	2.3606	eV
net charge	0
frontier orbital gap	10.590	eV

Atom charges from the Mulliken analysis, given in e for atoms 1 to 2:
1 N -0.45
2 C -0.05

=====

[12]
DFT (wB97M-V/def2-TZVPD) results for a 2-piece molecular cluster, C4H7O2S overall in a non-equilibrium geometry.

Atoms and positions in Å:
C: 1.127 0.144 0.358
C: 0.372 -0.083 -0.708
C: 0.668 0.658 1.695
C: 0.993 -0.640 -1.938
O: -3.830 0.977 0.648
O: -3.503 -1.298 0.175
S: -3.017 0.066 -0.108
H: 2.156 -0.105 0.286
H: 0.207 0.012 2.327
H: -0.187 1.359 1.552
H: 1.415 1.134 2.341
H: 0.825 0.012 -2.734
H: 2.098 -0.591 -1.719
H: 0.677 -1.645 -2.176

Output
energy relative to the best compared isomer or geometry (same formula, charge and spin)	4.1052	eV
net charge	-1
frontier orbital gap (spin up / spin down)	4.754 / 7.102	eV

Atom charges from the Mulliken analysis, given in e for atoms 1 to 2:
1 C -0.50
2 C 0.24

=====

Question: What is the net charge in the third record?
Answer: 0

=====

Question: The lowest net charge belongs to which entry?
Answer: C4H7O2S

=====

Question: net charge of number 6 (C3H2N2O2)?
Answer: 0